{"formula": "C4H7NO", "method": "ωB97M-V/def2-TZVPD", "e_above_lowest_kcal_mol": 37.5, "smiles": "C/C=N/CC=O", "lumo_ev": 0.943, "total_charge": 0, "e_tot_ha": -286.57182, "species": ["C", "C", "N", "C", "C", "O", "H", "H", "H", "H", "H", "H", "H"], "coordinates": [[2.21097, -0.00012, 0.50351], [0.71346, 0.04497, 0.47226], [0.09707, 0.76011, -0.37575], [-1.34346, 0.66648, -0.36392], [-1.88670, -0.70144, -0.74276], [-1.23402, -1.71323, -0.79632], [2.58904, -0.25206, 1.49778], [2.62685, 0.95690, 0.18140], [2.56278, -0.77001, -0.19184], [0.18307, -0.57898, 1.20749], [-1.77289, 0.90033, 0.62475], [-1.76876, 1.40122, -1.05932], [-2.97741, -0.71417, -0.95729]], "forces_ev_per_a": [[0.065, 0.013, -0.019], [-0.042, 0.194, -0.198], [0.178, -0.265, 0.372], [-0.085, 0.024, -0.038], [0.185, -0.281, -0.014], [-0.299, 0.436, 0.007], [-0.074, 0.050, -0.105], [-0.066, -0.111, 0.006], [-0.040, 0.040, 0.099], [0.022, 0.084, -0.122], [0.015, -0.045, -0.096], [0.019, -0.133, 0.097], [0.122, -0.005, 0.011]], "lowdin_charge": [-0.07, -0.24, 0.02, -0.22, -0.25, 0.05, 0.07, 0.08, 0.08, 0.12, 0.12, 0.11, 0.12]}



{"formula": "C7H18N3", "method": "ωB97M-V/def2-TZVPD", "e_above_lowest_kcal_mol": 78.5, "lumo_ev": [-2.503, -7.541], "s2": 2.0052, "total_charge": 1, "e_tot_ha": -441.22089, "multiplicity": 3, "species": ["C", "C", "C", "C", "C", "C", "C", "N", "N", "N", "H", "H", "H", "H", "H", "H", "H", "H", "H", "H", "H", "H", "H", "H", "H", "H", "H", "H"], "coordinates": [[0.05537, -1.69354, 0.37709], [-1.28935, -1.39182, -0.28833], [0.74547, 0.61611, -0.01900], [0.82960, 1.08353, 1.40212], [1.51482, 1.49565, -1.00120], [2.35571, -1.15572, -0.37813], [-3.08311, 0.41945, -0.15161], [-0.81394, 0.82234, -0.59319], [1.00655, -0.77374, -0.23988], [-1.70621, 0.01954, 0.08034], [-0.18182, -1.46604, 1.40911], [0.51093, -2.80122, 0.13066], [-1.08640, -1.41442, -1.35637], [-2.12444, -2.16047, 0.03486], [-0.00793, 0.60633, 2.00195], [0.95424, 2.20812, 1.33703], [1.67457, 0.76514, 1.91288], [1.57350, 1.02357, -1.97682], [2.49815, 1.88990, -0.63591], [0.93335, 2.44841, -1.04624], [2.76744, -0.51557, -1.19101], [3.02961, -1.04528, 0.56048], [2.51895, -2.24647, -0.44820], [-2.95482, 0.90813, -1.18814], [-3.71281, -0.52275, -0.14939], [-3.44612, 1.16326, 0.58775], [-1.00759, 1.75070, -0.21071], [-1.55372, -0.03318, 1.03985]], "forces_ev_per_a": [[0.550, -2.378, -2.390], [-1.718, -1.901, -0.463], [-2.219, 1.361, -2.679], [-1.225, 0.951, -0.028], [0.072, 1.550, 0.734], [2.187, -0.388, 0.174], [-1.359, 0.093, -2.395], [3.661, 1.584, 0.570], [0.294, -0.451, 3.072], [0.060, -3.371, -2.070], [0.773, 0.042, 1.245], [-1.608, 2.457, 0.776], [-0.830, -0.005, -0.193], [1.686, 1.617, -0.433], [0.151, 1.056, -0.260], [-0.844, -1.107, 0.418], [2.013, -0.863, 0.675], [0.046, 0.269, -0.163], [-0.617, -0.966, -0.234], [0.249, -0.751, -0.385], [0.234, -0.918, 0.598], [-1.311, 0.773, -0.898], [-0.631, 0.435, -0.866], [-1.139, -0.848, 1.402], [0.542, 1.441, -0.097], [0.530, -0.594, -0.269], [0.075, 0.425, -0.237], [0.377, 0.486, 4.394]], "lowdin_spin": [0.17, 0.09, 0.06, 0.15, 0.01, 0.10, 0.07, 0.04, 0.59, 0.10, 0.12, 0.02, 0.00, 0.03, 0.10, 0.01, 0.01, 0.00, 0.00, 0.00, 0.01, 0.06, 0.01, 0.00, 0.01, 0.03, 0.02, 0.14]}



{"formula": "C4H10O2P", "method": "ωB97M-V/def2-TZVPD", "e_above_lowest_kcal_mol": 21.8, "smiles": "CCOP([O-])CC", "lumo_ev": 4.131, "total_charge": -1, "e_tot_ha": -650.25808, "species": ["C", "C", "O", "P", "O", "C", "C", "H", "H", "H", "H", "H", "H", "H", "H", "H", "H"], "coordinates": [[-2.72611, -0.41339, 0.12855], [-1.51267, 0.37889, -0.36920], [-0.55642, -0.47024, -0.87764], [0.37040, -1.14552, 0.41898], [1.28589, -2.09637, -0.24610], [1.70707, 0.27623, 0.82529], [2.26983, 0.68259, -0.53225], [-3.22691, -0.12688, 1.03635], [-2.35442, -1.38051, 0.45743], [-3.60598, -0.63108, -0.45449], [-1.92707, 0.97724, -1.11857], [-1.13867, 0.96100, 0.39106], [1.43867, 1.04463, 1.48317], [2.50914, -0.42732, 1.35549], [3.38915, 0.68777, -0.37283], [2.01646, -0.00280, -1.26744], [2.06163, 1.68578, -0.85779]], "forces_ev_per_a": [[-0.259, -1.476, 1.473], [-2.315, -1.970, -0.591], [1.203, -0.099, -0.332], [-0.477, 1.019, 1.918], [1.089, -1.541, -1.186], [0.714, -3.352, -0.889], [2.711, 1.343, 2.283], [0.188, 1.118, 0.808], [0.152, -0.285, -0.234], [0.117, 0.220, -1.407], [0.002, 1.465, -1.541], [0.849, 1.628, 1.939], [-0.494, 1.305, 0.931], [-1.746, 1.475, -0.856], [-0.799, -0.052, -0.785], [-0.357, -1.345, -1.452], [-0.579, 0.547, -0.076]], "lowdin_charge": [-0.13, -0.41, -0.36, 0.59, -0.54, -0.38, -0.22, 0.05, 0.03, 0.05, 0.08, 0.06, 0.00, 0.08, 0.06, 0.01, 0.04]}